(1)
{
  "formula": "C4H6ClN2O2S",
  "method": "ωB97M-V/def2-TZVPD",
  "elements": ["Cl", "S", "C", "C", "H", "C", "O", "H", "H", "N", "O", "N", "C", "H", "H", "H"],
  "positions_angstrom": [[-3.9082, -0.7890, 0.6854], [-2.5937, 0.4229, -0.1836], [-0.0196, 0.6283, 0.4813], [0.9051, -1.0419, -0.4931], [-0.3624, 1.4325, 1.0618], [-0.4301, -1.2896, -0.4471], [-2.5517, 1.6772, 0.4513], [-0.8747, -2.1014, -1.0034], [2.8728, 0.8951, -0.7243], [-0.9446, -0.1816, 0.1314], [-2.5969, 0.2669, -1.6119], [1.1073, 0.1384, 0.0727], [2.4432, 0.6032, 0.3621], [2.4139, 1.4426, 1.1065], [3.0142, -0.2254, 0.8207], [1.5253, -1.8781, -0.7098]],
  "mulliken_charge": [-0.030, 1.101, -0.044, -0.271, 0.481, -0.320, -0.471, 0.384, 0.326, -0.022, -0.434, 0.080, -0.835, 0.330, 0.335, 0.389],
  "de_lowest_kcal_mol": 24.7,
  "e_homo_ha": -0.5434,
  "smiles": "C[n+]1ccn(S(=O)(=O)Cl)c1",
  "gap_ha": 0.3813,
  "e_lumo_ev": -4.41,
  "total_charge": 1,
  "e_tot_ha": -1274.0669
}

=====

(2)
{
  "formula": "C5H15N2O",
  "method": "ωB97M-V/def2-TZVPD",
  "elements": ["C", "C", "H", "H", "N", "H", "H", "C", "H", "C", "H", "H", "C", "H", "H", "H", "H", "H", "H", "N", "H", "O", "H"],
  "positions_angstrom": [[1.6301, 2.0599, -0.1655], [2.2444, -1.6866, 0.1162], [0.6140, 2.2022, -0.7783], [1.8133, 2.9142, 0.5762], [2.1346, -0.2374, -0.3004], [-0.5101, -1.0858, -1.0012], [3.3092, -2.1651, -0.1285], [-0.7454, -0.0209, -0.7387], [0.8531, -0.4775, 1.6925], [-2.5290, -0.3636, 0.9822], [2.4018, -1.6286, 1.2428], [-1.9019, 0.2708, 1.5872], [1.4701, 0.6932, 0.3065], [-2.8942, -0.1163, -1.0739], [2.3047, -0.1404, -1.2844], [-2.5545, 1.1749, -0.4176], [1.4951, -2.3273, -0.2623], [-3.6020, -0.1693, 1.2231], [-2.2237, -1.3800, 0.9222], [-2.2615, 0.1341, -0.3568], [-0.4973, 0.4857, -1.6547], [0.9744, 0.5561, 1.4809], [2.3360, 2.0667, -0.9529]],
  "mulliken_charge": [-1.202, -1.003, 0.293, 0.326, -0.112, 0.329, 0.318, -1.225, 0.381, -0.735, 0.418, 0.263, 0.930, 0.351, 0.257, 0.374, 0.296, 0.327, 0.319, -0.306, 0.494, -0.457, 0.363],
  "de_lowest_kcal_mol": 112.0,
  "e_homo_ha": -0.4015,
  "gap_ha": 0.3010,
  "e_lumo_ev": -2.74,
  "total_charge": 1,
  "e_tot_ha": -383.8726
}

=====

(3)
{
  "formula": "C42H33ClN7O7SV",
  "method": "ωB97M-V/def2-TZVPD",
  "elements": ["C", "H", "C", "C", "C", "H", "C", "H", "O", "H", "H", "N", "H", "H", "C", "H", "C", "C", "H", "C", "C", "C", "H", "C", "H", "H", "C", "C", "H", "C", "N", "H", "H", "V", "C", "H", "H", "C", "N", "H", "C", "C", "C", "C", "H", "H", "C", "H", "C", "C", "O", "C", "H", "H", "C", "C", "H", "C", "H", "C", "C", "C", "H", "C", "O", "O", "H", "N", "O", "Cl", "H", "C", "C", "N", "S", "C", "C", "O", "H", "H", "C", "C", "O", "N", "H", "N", "C", "C", "C", "H", "H", "C"],
  "positions_angstrom": [[2.2198, -3.2324, -1.9242], [-0.5832, -4.0610, 1.6884], [-4.3239, 1.2431, 3.2645], [-2.0064, 4.0504, -1.6516], [-0.1964, 2.7021, -2.5419], [-4.5701, 1.3554, -2.9308], [0.8551, -1.5504, -0.8211], [5.1305, 2.4378, 1.6601], [0.4175, 4.8483, 0.9126], [-1.2389, -1.6972, 1.7232], [6.0685, 0.4611, 0.1894], [-0.0215, -1.1278, 0.1488], [0.6353, 3.4223, -4.3939], [-1.6281, -2.3603, -1.6707], [-0.5145, -2.0557, 1.0086], [2.5830, -4.2522, -1.9829], [0.7919, -3.8243, 0.0335], [-3.1139, -1.5922, -3.0051], [-5.1611, 1.5485, 3.8784], [-3.1304, -0.2299, -2.3516], [2.6632, -2.2805, -2.8308], [-0.6802, 0.4596, 3.5430], [-2.7236, 4.2266, -0.8617], [3.9658, -0.4419, 0.4286], [-4.5857, -1.1142, -4.4979], [-5.3362, -0.1923, -2.4771], [1.2840, -0.6195, -1.7810], [1.3039, -2.9018, -0.9083], [-4.4714, -3.3097, -5.5961], [-3.9110, -1.8698, -4.1107], [-2.1674, 0.5171, 1.6825], [3.7821, -0.7591, -0.6000], [-2.9193, -5.0437, -4.7511], [-0.0231, 0.9764, 0.3070], [-3.5103, 0.4029, -0.2910], [-1.4881, -4.5524, -2.7834], [5.8097, -2.4011, 2.0898], [-2.9746, -4.0787, -4.2631], [-2.7014, -0.2924, -0.9572], [2.7372, 2.2442, 1.8485], [-2.1746, -3.8052, -3.1623], [-0.0988, 3.5994, -3.6173], [1.4928, 0.4365, 3.8182], [-1.1679, 2.9195, -1.5279], [-5.4290, 1.2336, 1.4080], [3.3869, -2.5560, -3.5881], [0.6236, 1.5151, -2.5827], [1.6661, -1.4110, 1.8191], [4.6032, 1.5471, 1.3492], [-0.9254, 4.6894, -3.6929], [1.9244, 3.5079, 2.2920], [-4.4799, 1.0773, 1.8993], [3.5590, -2.5600, 0.9266], [5.5988, -1.7785, 4.4072], [3.8255, -1.6341, 1.4422], [-3.0875, 1.0069, 3.8344], [1.1144, -4.8573, 0.0051], [-0.1419, -3.3767, 0.9750], [0.9115, -0.8647, 5.4862], [-3.3784, 0.6848, 1.1512], [-4.4993, 0.4823, -2.2853], [0.8142, 0.1753, 5.1657], [2.5614, -0.2397, -3.4807], [-1.8847, 4.9209, -2.7062], [-4.5886, 0.9414, -0.9197], [-1.3669, 2.1158, -0.5270], [1.1590, 1.3368, -3.5159], [2.7570, 0.2533, 1.0597], [-0.3988, 2.8332, 2.0500], [-0.7925, 5.7962, -5.0390], [-2.5199, 5.7943, -2.7753], [-3.8446, -3.1071, -4.7364], [4.7957, -1.5543, 3.7146], [0.3766, 0.3768, 2.8595], [0.7364, 3.5358, 1.4120], [2.6069, -0.8948, 2.0079], [3.6271, -0.8278, 4.2378], [-0.5819, 0.4395, 4.8959], [1.1336, 0.8461, 5.9591], [1.8615, 1.4669, 3.7607], [4.9108, -1.8996, 2.4323], [-2.0347, 0.6583, 2.9977], [1.1339, 2.5595, 0.2653], [0.6731, 0.6401, -1.6454], [-2.4024, 0.4025, -2.8761], [3.2985, 1.4075, 1.7207], [-2.2435, -2.5707, -2.5348], [2.6203, -0.4809, 3.4404], [5.0763, 0.5422, 0.5997], [-2.9144, 1.1132, 4.8946], [3.6437, -0.5167, 5.2779], [2.1973, -0.9752, -2.7763]],
  "mulliken_charge": [-0.892, 0.454, -0.676, -0.798, 0.290, 0.301, 0.153, 0.489, -0.735, 0.138, 0.447, 1.595, 0.447, 0.320, -0.551, 0.446, -1.342, -0.558, 0.438, 1.024, -0.951, -0.467, 0.491, 0.541, 0.412, 0.434, -0.634, 1.100, 0.371, -0.522, 0.529, 0.017, 0.388, 1.208, -0.345, 0.436, 0.383, -0.466, 0.139, -0.106, -0.738, -0.940, 0.059, -0.131, 0.531, 0.320, -0.315, -0.194, -0.486, 0.081, -0.879, -0.930, 0.477, 0.328, 0.456, -1.065, 0.415, -0.985, 0.358, 0.174, -0.680, -0.723, 0.415, -0.617, -0.432, 0.449, 0.130, 0.495, -0.532, -0.273, 0.436, -0.720, -0.956, 0.643, 1.266, 0.744, -0.517, -0.492, 0.375, 0.530, -1.084, 0.918, -0.642, 1.485, 0.162, -0.146, 0.216, -0.607, -1.407, 0.567, 0.420, -0.908],
  "de_lowest_kcal_mol": 52.9,
  "e_homo_ha": [-0.0993, -0.1605],
  "multiplicity": 4,
  "gap_ha": [0.1770, 0.2385],
  "e_lumo_ev": [2.11, 2.12],
  "total_charge": -1,
  "e_tot_ha": -4332.7819
}

=====

(4)
{
  "formula": "C4H12S",
  "method": "ωB97M-V/def2-TZVPD",
  "elements": ["S", "H", "C", "H", "H", "H", "C", "H", "H", "H", "H", "H", "C", "H", "H", "C", "H"],
  "positions_angstrom": [[-1.2814, 0.0327, 1.7639], [-0.4174, 0.8470, 3.7676], [1.5541, -0.0283, -3.1051], [2.1597, -0.5064, -2.2498], [1.1177, 1.8204, -2.3106], [1.2265, 1.9863, -3.9447], [-0.1853, -0.0847, 3.1748], [-0.5646, -0.8686, 3.8916], [-2.2627, -2.2481, 2.1222], [0.5517, -0.3131, -2.8812], [0.8150, -0.3208, 2.8576], [1.6869, -0.3657, -4.1297], [1.7442, 1.5021, -3.0148], [-3.2891, -1.0398, 1.3169], [-2.9952, -1.0475, 3.1612], [-2.5639, -1.1685, 2.1854], [2.7035, 1.8031, -2.6053]],
  "mulliken_charge": [0.438, 0.365, -0.750, 0.228, 0.280, 0.258, -0.769, 0.319, 0.385, 0.249, 0.373, 0.272, -0.841, 0.313, 0.397, -0.822, 0.306],
  "de_lowest_kcal_mol": 29.6,
  "e_homo_ha": [-0.5081, -0.5081],
  "multiplicity": 2,
  "gap_ha": [0.3695, 0.1877],
  "e_lumo_ev": [-3.77, -8.72],
  "total_charge": 1,
  "e_tot_ha": -557.4067
}

=====

(5)
{
  "formula": "CH2N2O2S2",
  "method": "ωB97M-V/def2-TZVPD",
  "elements": ["S", "H", "H", "S", "N", "O", "N", "C", "O"],
  "positions_angstrom": [[2.9001, -0.9431, -0.2436], [-0.6792, 0.6853, 0.5810], [-0.0772, -0.6184, -0.5085], [1.6730, 2.6946, 0.0092], [-0.1431, 0.3735, -0.1900], [1.6314, -1.6666, -0.4243], [2.2312, 1.0243, -0.5992], [0.9866, 1.0977, -0.2513], [3.6642, -1.2562, 0.9831]],
  "mulliken_charge": [0.738, 0.250, 0.332, -0.129, -0.350, -0.556, -0.300, 0.475, -0.460],
  "de_lowest_kcal_mol": 45.0,
  "e_homo_ha": -0.3374,
  "gap_ha": 0.3038,
  "e_lumo_ev": -0.91,
  "e_tot_ha": -1095.5782
}